No. 1
2 unconnected molecules or ions with the total composition C4H14N. Source: OMol25; level of theory: wB97M-V/def2-TZVPD.

- Kohn-Sham gap: 11.64 eV

Structure (ORCA input):
```
! RIJCOSX wB97M-V def2-TZVPD def2/J DEFGRID3
* xyz 1 1
C -1.20 0.00 1.57
C 1.84 0.54 -0.78
C 1.12 0.13 0.49
C -0.21 0.87 0.80
H -1.43 -0.94 1.06
H -2.14 0.58 1.72
H -0.85 -0.27 2.55
H 2.72 -0.08 -1.00
H 2.15 1.61 -0.83
H 1.19 0.36 -1.66
H 1.74 0.11 1.40
H 0.81 -0.96 0.34
H 0.05 1.81 1.30
H -0.63 1.27 -0.15
N -1.06 -1.05 -1.41
H -0.92 -0.70 -2.36
H -0.48 -0.51 -0.71
H -1.97 -0.77 -1.04
H -0.74 -2.01 -1.28
*
```

Here are the Löwdin charges for atoms 1 to 2, given in e: atom 1 (C): -0.1007, atom 2 (C): -0.1036

No. 2
A single C7H6O molecule. Source: OMol25; level of theory: wB97M-V/def2-TZVPD.

- Kohn-Sham gap: 9.56 eV
- SMILES string: C1=C[C@@H]2C=COC2=C1

Structure (ORCA input):
```
! RIJCOSX wB97M-V def2-TZVPD def2/J DEFGRID3
* xyz 0 1
C -0.60 -1.16 -1.55
C 0.73 -0.79 -1.36
C 0.81 -0.33 0.12
C 1.48 0.95 0.67
C 0.50 1.54 1.23
C -0.88 1.03 0.90
C -0.70 -0.13 0.44
H -1.31 -1.38 -2.35
H 1.78 -0.93 -1.97
H 1.16 -1.16 0.81
H 2.66 0.80 0.60
H 0.69 2.24 2.22
H -1.90 1.46 0.88
O -1.39 -0.96 -0.36
*
```

Here are the Löwdin charges for atoms 1 to 2, given in e: atom 1 (C): -0.0416, atom 2 (C): -0.0079

No. 3
A molecular structure, C13H19Br15N3OS. Source: OMol25; level of theory: wB97M-V/def2-TZVPD.

- Kohn-Sham gap: 8.20 eV

Structure (ORCA input):
```
! RIJCOSX wB97M-V def2-TZVPD def2/J DEFGRID3
* xyz 1 1
C 2.55 -3.15 4.19
N 2.68 -2.08 3.41
N 1.63 -2.20 2.52
C 0.94 -3.30 2.81
S -0.45 -3.67 1.75
C -0.45 -5.44 1.29
C 0.20 -5.82 -0.08
N 0.80 -4.70 -0.88
C 2.08 -4.07 -0.43
C 2.36 -3.14 -1.71
C 0.89 -2.51 -1.80
C -0.12 -3.73 -1.59
O 1.47 -3.95 3.90
H 3.31 -3.27 4.98
H 0.06 -6.01 2.12
H -1.51 -5.81 1.30
H -0.52 -6.37 -0.73
H 1.04 -6.54 0.12
H 1.16 -5.21 -1.70
H 2.03 -3.31 0.38
H 2.89 -4.83 -0.31
H 2.49 -3.72 -2.66
H 3.19 -2.41 -1.57
H 0.91 -1.76 -0.97
H 0.73 -1.88 -2.71
H -0.59 -4.15 -2.50
H -0.91 -3.24 -0.98
C 1.88 1.75 2.65
Br 3.30 3.06 2.57
Br 0.40 2.22 1.48
Br 2.51 -0.05 2.30
H 1.49 1.75 3.66
C -0.69 2.32 -2.32
Br -2.14 2.42 -1.04
Br -1.35 2.08 -4.12
Br 0.49 3.84 -2.17
H -0.11 1.44 -2.07
C -2.95 6.60 0.60
Br -2.86 6.04 -1.24
Br -4.77 6.69 1.25
Br -1.84 5.49 1.74
H -2.54 7.60 0.65
C 0.32 4.33 -7.65
Br 1.93 4.53 -8.71
Br -0.55 2.63 -7.97
Br 0.67 4.62 -5.77
H -0.36 5.11 -7.97
C -4.32 6.31 5.08
Br -2.79 7.39 5.59
Br -4.51 4.76 6.22
Br -5.94 7.36 5.02
H -4.13 5.95 4.08
*
```

Here are the Löwdin charges for atoms 1 to 2, given in e: atom 1 (C): -0.1025, atom 2 (N): -0.1593

No. 4
A molecular structure, C28H35F4N2O2PS2TeTi. Source: OMol25; level of theory: wB97M-V/def2-TZVPD.

- Kohn-Sham gap (spin up / spin down): 6.04 / 6.50 eV

Structure (ORCA input):
```
! RIJCOSX wB97M-V def2-TZVPD def2/J DEFGRID3
* xyz -1 2
Ti 0.47 -1.00 1.66
C 2.75 -3.74 3.36
C 2.40 -3.72 1.89
N 1.01 -3.31 1.58
C 0.01 -4.06 2.37
C 0.01 -5.57 2.16
C 0.82 -3.47 0.13
C -0.57 -3.05 -0.33
N -0.95 -1.82 0.33
C -2.19 -1.33 0.08
C -2.69 -0.32 0.92
F -1.89 0.09 1.92
C -3.92 0.27 0.77
F -4.30 1.23 1.63
C -4.78 -0.11 -0.25
C -4.33 -1.10 -1.09
F -5.11 -1.51 -2.11
C -3.09 -1.70 -0.95
F -2.76 -2.64 -1.87
H 3.83 -3.89 3.46
H 2.26 -4.55 3.90
H 2.48 -2.80 3.83
H 3.04 -3.01 1.38
H 2.58 -4.71 1.44
H 0.18 -3.80 3.41
H -0.97 -3.65 2.13
H 0.97 -6.02 2.42
H -0.74 -6.02 2.82
H -0.24 -5.85 1.14
H 1.57 -2.84 -0.35
H 1.02 -4.50 -0.19
H -0.52 -2.95 -1.42
H -1.29 -3.85 -0.12
H -5.75 0.35 -0.38
C 4.09 4.18 0.70
C 3.31 2.88 0.72
O 3.50 2.25 1.97
P 2.61 0.95 2.51
S 0.54 -1.00 3.88
S 2.71 -0.39 0.90
O 1.06 1.49 2.07
C 0.29 2.26 3.00
C 1.01 3.51 3.48
H 3.99 4.67 -0.27
H 5.14 3.99 0.89
H 3.72 4.86 1.47
H 3.65 2.21 -0.08
H 2.25 3.06 0.56
H 0.01 1.62 3.83
H -0.61 2.55 2.45
H 1.89 3.25 4.08
H 0.33 4.09 4.11
H 1.34 4.13 2.65
Te 0.34 -0.07 -2.51
C -0.35 0.59 -4.40
C -1.64 0.28 -4.83
C -2.11 0.74 -6.05
C -1.29 1.50 -6.87
C 0.00 1.81 -6.45
C 0.47 1.36 -5.23
C -0.41 1.63 -1.51
C -1.78 1.79 -1.31
C -2.26 2.91 -0.64
C -1.37 3.86 -0.15
C 0.00 3.70 -0.35
C 0.47 2.59 -1.02
H -2.28 -0.33 -4.20
H -3.11 0.49 -6.37
H -1.65 1.86 -7.82
H 0.65 2.41 -7.09
H 1.47 1.60 -4.91
H -2.47 1.04 -1.67
H -3.32 3.02 -0.48
H -1.74 4.72 0.39
H 0.69 4.43 0.04
H 1.54 2.45 -1.17
*
```

Here are the Löwdin charges for atoms 1 to 2, given in e: atom 1 (Ti): 0.2673, atom 2 (C): -0.0986

No. 5
A single C19H28N2O3 molecule. Source: OMol25; level of theory: wB97M-V/def2-TZVPD.

- Kohn-Sham gap: 8.66 eV
- SMILES string: OCC[C@@H]1CN(Cc2cccc3c2OCO3)CCN1C1CCCC1

Structure (ORCA input):
```
! RIJCOSX wB97M-V def2-TZVPD def2/J DEFGRID3
* xyz 0 1
O 2.05 3.72 1.20
H 1.39 3.16 0.75
C 2.78 2.85 2.03
C 3.09 1.51 1.37
H 3.76 0.94 2.01
H 3.60 1.71 0.43
C 1.80 0.69 1.14
N 0.93 1.38 0.19
C 1.32 1.19 -1.21
C 2.43 0.15 -1.42
N 2.31 -1.05 -0.62
C 2.05 -0.79 0.79
H 2.91 -1.15 1.37
H 1.18 -1.36 1.11
C 1.58 -2.16 -1.20
C 0.10 -1.94 -1.44
C -0.85 -2.22 -0.48
C -2.21 -1.96 -0.68
C -2.67 -1.41 -1.85
C -1.72 -1.14 -2.84
C -0.38 -1.40 -2.63
H 0.32 -1.18 -3.42
H -2.05 -0.72 -3.77
H -3.72 -1.21 -2.00
O -2.91 -2.33 0.43
C -1.97 -2.84 1.34
O -0.68 -2.76 0.77
H -2.20 -3.89 1.57
H -2.00 -2.25 2.27
H 1.71 -3.01 -0.52
H 2.06 -2.40 -2.15
H 3.41 0.59 -1.20
H 2.44 -0.14 -2.48
H 0.44 0.87 -1.78
H 1.66 2.15 -1.62
C -0.50 1.21 0.40
C -1.30 2.23 -0.44
C -2.39 2.80 0.48
H -2.11 3.79 0.83
C -2.44 1.83 1.66
H -3.02 0.95 1.40
H -2.86 2.28 2.56
C -0.97 1.46 1.84
H -0.42 2.30 2.27
H -0.85 0.58 2.48
H -3.36 2.88 -0.03
H -1.74 1.75 -1.32
H -0.64 3.03 -0.79
H -0.82 0.19 0.10
H 1.29 0.69 2.11
H 3.71 3.37 2.29
H 2.22 2.67 2.97
*
```

Here are the Löwdin charges for atoms 1 to 2, given in e: atom 1 (O): -0.0818, atom 2 (H): 0.0477

No. 6
2 unconnected molecules or ions with the total composition C8H11N2. Source: OMol25; level of theory: wB97M-V/def2-TZVPD.

- Kohn-Sham gap: 9.14 eV

Structure (ORCA input):
```
! RIJCOSX wB97M-V def2-TZVPD def2/J DEFGRID3
* xyz 1 1
C 0.34 -1.33 -0.79
C 0.85 -1.48 0.53
C -1.06 -1.16 -0.87
C -0.06 -1.31 1.56
C -1.82 -1.14 0.18
C 1.84 1.22 -0.16
C 0.43 1.60 -0.32
C -0.69 2.23 0.03
N -1.36 -1.13 1.40
N 1.01 0.66 -1.22
H 0.97 -1.51 -1.64
H 1.92 -1.56 1.03
H -1.57 -1.17 -1.78
H 0.38 -1.36 2.61
H 2.63 1.96 -0.25
H 1.87 0.48 0.67
H -1.62 2.23 -0.59
H -0.61 3.02 0.77
H -2.89 -1.18 0.10
H -2.04 -0.96 2.13
H 1.37 0.69 -2.12
*
```

Here are the Löwdin charges for atoms 1 to 2, given in e: atom 1 (C): -0.0345, atom 2 (C): -0.0520

No. 7
2 unconnected molecules or ions with the total composition C4H8N2O. Source: OMol25; level of theory: wB97M-V/def2-TZVPD.

- Kohn-Sham gap (spin up / spin down): 10.41 / 6.84 eV

Structure (ORCA input):
```
! RIJCOSX wB97M-V def2-TZVPD def2/J DEFGRID3
* xyz 1 2
C 0.27 -1.86 0.90
C -0.37 -0.91 -0.04
C -1.31 0.08 0.50
N -1.58 1.04 -0.43
C -1.14 0.49 -1.64
N -0.32 -0.54 -1.39
H 0.21 -2.88 0.50
H -0.28 -1.58 1.77
H 1.23 -1.45 1.09
H -1.32 0.34 1.58
H -1.96 1.90 -0.38
H -1.55 1.05 -2.38
H 3.35 1.94 0.17
H 2.18 1.02 -0.51
O 2.59 1.35 0.26
*
```

Here are the Löwdin charges for atoms 1 to 2, given in e: atom 1 (C): 0.0417, atom 2 (C): -0.1630

No. 8
12 unconnected molecules or ions with the total composition C20H64N14O12. Source: OMol25; level of theory: wB97M-V/def2-TZVPD.

- Kohn-Sham gap: 8.49 eV
- SMILES string: NC(N)=O.NC(N)=O.NC(N)=O.NC(N)=O.NC(N)=O.NC(N)=O.NC(N)=O.CC(C)O.CC(C)O.CC(C)O.CC(C)O.CO

Structure (ORCA input):
```
! RIJCOSX wB97M-V def2-TZVPD def2/J DEFGRID3
* xyz 0 1
C 0.38 0.34 0.10
O -0.58 1.34 -0.32
H 0.26 -0.62 -0.33
H 0.31 0.26 1.12
H 1.33 0.72 -0.25
H -1.41 0.98 0.01
C -0.66 -2.53 4.45
O -0.68 -2.85 5.81
N -0.08 -1.43 4.03
N -0.84 -3.40 3.45
H 0.55 -0.81 4.57
H -0.53 -1.00 3.19
H -1.26 -4.31 3.74
H -0.93 -3.10 2.47
C -2.25 -3.59 0.09
O -3.59 -3.20 0.25
N -1.94 -4.74 -0.40
N -1.20 -2.87 0.46
H -2.78 -5.26 -0.75
H -1.17 -5.32 -0.12
H -1.42 -1.96 0.92
H -0.30 -3.37 0.61
C 2.21 2.47 -2.17
O 2.46 2.78 -0.78
N 1.01 1.89 -2.49
N 3.03 2.57 -3.12
H 0.37 1.68 -1.71
H 0.58 1.94 -3.44
H 4.04 2.87 -2.91
H 2.84 2.55 -4.12
C -3.21 -0.21 1.54
O -1.91 -0.83 1.73
N -3.43 1.06 1.77
N -4.24 -0.83 1.03
H -2.65 1.67 1.87
H -4.37 1.34 1.98
H -4.12 -1.83 0.81
H -5.20 -0.38 0.80
C 4.48 -0.27 1.88
O 5.51 0.53 1.42
N 4.53 -1.63 1.89
N 3.28 0.16 2.24
H 5.39 -2.09 1.59
H 3.71 -2.24 1.98
H 3.18 1.13 1.93
H 3.20 0.17 3.28
C 1.67 -2.87 1.02
O 0.92 -3.99 1.22
N 2.45 -2.67 0.06
N 1.70 -1.94 1.88
H 2.68 -3.41 -0.59
H 3.03 -1.82 0.02
H 0.94 -2.01 2.60
H 2.27 -1.05 1.97
C 0.18 -3.75 -3.03
O 1.22 -3.87 -3.98
N -0.87 -4.58 -3.04
N 0.25 -2.80 -2.20
H -0.75 -5.36 -3.77
H -1.36 -4.74 -2.16
H -0.45 -2.54 -1.50
H 1.14 -2.27 -2.16
C 0.55 1.74 3.45
C -0.54 2.78 3.17
C 0.18 4.14 2.87
O -1.21 2.48 2.17
H 1.22 1.91 2.59
H 0.23 0.71 3.51
H 1.09 1.93 4.36
H -1.22 2.80 3.95
H -0.69 4.77 2.91
H 0.53 4.39 1.83
H 0.86 4.56 3.68
H -0.78 2.73 1.40
C -3.41 1.55 -1.97
C -3.43 0.12 -2.40
C -2.25 -0.68 -1.99
O -4.47 -0.49 -2.12
H -3.76 1.85 -0.96
H -3.95 2.13 -2.64
H -2.39 2.10 -1.87
H -3.43 0.11 -3.49
H -1.28 -0.17 -2.27
H -2.28 -1.70 -2.38
H -2.14 -0.74 -0.92
H -4.52 -0.41 -1.19
C -2.42 5.37 0.57
C -1.81 4.38 -0.45
C -1.97 4.80 -1.86
O -0.59 4.11 -0.26
H -3.46 5.31 0.32
H -2.06 6.38 0.48
H -2.30 5.19 1.61
H -2.40 3.51 -0.34
H -1.62 5.80 -1.94
H -3.03 4.83 -2.11
H -1.50 4.07 -2.46
H -0.31 3.46 -0.89
C 4.28 -0.88 -1.51
C 3.32 -0.92 -2.69
C 3.56 -2.04 -3.56
O 2.15 -0.72 -2.40
H 4.08 -0.10 -0.79
H 5.24 -0.69 -1.98
H 4.39 -1.83 -1.03
H 3.60 -0.03 -3.24
H 2.82 -2.15 -4.26
H 3.57 -3.03 -3.08
H 4.51 -1.82 -4.07
H 2.09 0.25 -2.20
*
```

Here are the Löwdin charges for atoms 1 to 2, given in e: atom 1 (C): -0.0945, atom 2 (O): -0.1570

No. 9
A single C5H3NO2 molecule. Source: OMol25; level of theory: wB97M-V/def2-TZVPD.

- Kohn-Sham gap: 8.98 eV
- SMILES string: N#CC1=COC=CO1

Structure (ORCA input):
```
! RIJCOSX wB97M-V def2-TZVPD def2/J DEFGRID3
* xyz 0 1
C -0.56 -1.64 -1.72
C -0.22 -0.66 -0.68
C 0.30 -1.00 0.51
C 0.31 1.23 1.19
C -0.07 1.57 -0.02
H 0.45 -2.03 0.83
H 0.48 1.91 2.04
H -0.19 2.63 -0.26
N -0.72 -2.57 -2.39
O 0.61 -0.12 1.51
O -0.39 0.69 -1.01
*
```

Here are the Löwdin charges for atoms 1 to 2, given in e: atom 1 (C): -0.1277, atom 2 (C): -0.2197

No. 10
5 unconnected molecules or ions with the total composition H12NO4. Source: OMol25; level of theory: wB97M-V/def2-TZVPD.

- Kohn-Sham gap: 11.96 eV

Structure (ORCA input):
```
! RIJCOSX wB97M-V def2-TZVPD def2/J DEFGRID3
* xyz 1 1
N -0.67 0.06 0.66
H -0.72 -0.54 1.50
H -1.30 -0.38 0.00
H 0.29 -0.04 0.31
H -0.82 1.05 0.83
H 3.12 0.26 -0.44
H 2.10 1.15 -1.21
O 2.19 0.47 -0.55
H -1.71 2.69 -1.29
H -0.81 3.40 -0.29
O -1.11 2.52 -0.55
H -0.27 -1.19 -3.19
H -0.42 -2.57 -2.76
O -0.78 -1.70 -2.55
H 0.30 -2.37 2.73
H 0.49 -1.35 3.84
O 0.12 -1.46 2.96
*
```

Here are the Löwdin charges for atoms 1 to 2, given in e: atom 1 (N): 0.3028, atom 2 (H): 0.0967

No. 11
2 unconnected molecules or ions with the total composition C9H9NOS2. Source: OMol25; level of theory: wB97M-V/def2-TZVPD.

- Kohn-Sham gap (spin up / spin down): 7.18 / 7.18 eV

Structure (ORCA input):
```
! RIJCOSX wB97M-V def2-TZVPD def2/J DEFGRID3
* xyz 0 1
C 1.80 0.37 1.01
C -1.56 0.74 1.08
C 2.96 1.01 1.27
C 2.08 1.33 -1.06
C -2.48 2.72 0.72
C 1.32 0.58 -0.30
C -1.49 0.73 -0.26
C -0.44 -1.62 -0.74
C -0.83 -0.21 -1.06
N -2.20 1.81 1.61
O -0.91 0.10 -2.39
S 3.49 1.85 -0.12
S -2.16 2.19 -0.87
H 1.43 -0.19 1.98
H -1.10 -0.12 1.49
H 3.46 0.97 2.19
H 2.03 1.63 -2.06
H -2.72 3.67 1.11
H -1.35 -2.27 -0.88
H -0.28 -1.71 0.24
H 0.31 -1.94 -1.41
H -0.12 -0.23 -2.80
*
```

Here are the Löwdin charges for atoms 1 to 2, given in e: atom 1 (C): -0.2430, atom 2 (C): -0.1781

No. 12
A molecular structure, C30H35N7OS5SiZr. Source: OMol25; level of theory: wB97M-V/def2-TZVPD.

- Kohn-Sham gap: 5.97 eV

Structure (ORCA input):
```
! RIJCOSX wB97M-V def2-TZVPD def2/J DEFGRID3
* xyz 0 1
Zr -0.02 0.18 -0.60
C 4.10 -1.46 0.97
C 4.00 -2.85 0.98
C 2.77 -3.42 0.80
C 1.65 -2.60 0.60
N 1.76 -1.27 0.49
C 2.96 -0.73 0.70
N 0.44 -3.25 0.64
C -0.73 -2.72 0.63
N -1.15 -1.40 0.42
C -2.52 -1.35 0.65
N -3.37 -0.38 0.66
C -3.11 0.93 0.40
C -4.21 1.81 0.53
C -4.04 3.15 0.29
C -2.77 3.61 -0.07
C -1.74 2.70 -0.16
N -1.90 1.38 0.04
C -3.00 -2.72 0.94
C -4.27 -3.19 1.21
C -4.40 -4.55 1.44
C -3.29 -5.40 1.40
C -2.02 -4.91 1.14
C -1.90 -3.55 0.91
H 5.03 -0.95 1.16
H 4.88 -3.47 1.16
H 2.60 -4.49 0.86
H 2.99 0.36 0.68
H -5.15 1.38 0.82
H -4.87 3.83 0.37
H -2.57 4.66 -0.26
H -0.73 3.03 -0.42
H -5.12 -2.52 1.24
H -5.37 -4.97 1.64
H -3.43 -6.45 1.59
H -1.15 -5.55 1.12
O 3.63 6.21 0.43
C 3.15 5.11 0.31
S 3.26 4.15 -1.18
C 2.31 2.79 -0.61
C 1.80 2.88 0.63
S 0.85 1.63 1.41
S 2.13 4.34 1.54
S 2.05 1.45 -1.72
C -3.21 -1.48 -2.58
Si -2.46 0.05 -3.40
C -3.84 1.34 -3.48
C -2.00 -0.50 -5.15
C -0.97 0.83 -2.57
H -3.86 -1.97 -3.30
H -3.82 -1.24 -1.72
H -2.47 -2.22 -2.27
H -4.75 0.93 -3.93
H -3.54 2.21 -4.07
H -4.10 1.69 -2.49
H -2.89 -0.66 -5.75
H -1.43 -1.43 -5.13
H -1.38 0.25 -5.65
H -1.19 1.90 -2.46
H -0.17 0.76 -3.32
C 5.51 -1.41 -2.98
C 4.19 -1.36 -3.71
N 3.02 -1.44 -2.83
C 2.02 -2.31 -2.88
S 0.41 -1.93 -2.42
N 2.17 -3.54 -3.43
C 3.39 -4.32 -3.55
C 3.71 -4.70 -4.99
H 6.33 -1.31 -3.69
H 5.64 -2.33 -2.42
H 5.58 -0.58 -2.28
H 4.11 -2.13 -4.48
H 4.09 -0.40 -4.22
H 2.81 -0.55 -2.36
H 1.31 -4.05 -3.48
H 3.26 -5.22 -2.95
H 4.21 -3.76 -3.09
H 2.90 -5.27 -5.43
H 4.61 -5.30 -5.02
H 3.86 -3.82 -5.62
*
```

Here are the Löwdin charges for atoms 1 to 2, given in e: atom 1 (Zr): 1.2146, atom 2 (C): -0.0535